The ion F2NO2S with charge -1 at a distorted geometry, computed with ωB97M-V/def2-TZVPD.

Positions of all 6 atoms, in Å:
1 N -0.968 -0.359 0.429
2 O 0.738 -0.396 -1.876
3 O 1.936 -0.142 0.232
4 F -0.596 -0.041 1.824
5 F -1.943 0.610 0.013
6 S 0.833 0.327 -0.621

Properties
Kohn-Sham gap: 8.151 eV
Total charge: -1

---

The molecule C24H31N5O5 at a distorted geometry, computed with ωB97M-V/def2-TZVPD.

Positions of all 65 atoms, in Å:
1 C -4.080 -3.295 -1.433
2 O -2.692 -3.394 -1.629
3 C -1.871 -3.068 -0.583
4 C -0.501 -3.196 -0.810
5 C 0.409 -2.872 0.172
6 C -0.007 -2.378 1.416
7 N 0.944 -2.049 2.374
8 C 2.152 -1.357 1.966
9 C 2.274 0.005 2.686
10 N 0.960 0.542 2.931
11 C 0.398 1.601 2.312
12 O -0.736 1.969 2.562
13 C 1.298 2.338 1.357
14 C 1.968 3.421 1.883
15 C 2.882 4.137 1.113
16 N 3.580 5.241 1.674
17 O 4.383 5.826 0.968
18 O 3.347 5.536 2.833
19 C 3.128 3.747 -0.202
20 C 2.455 2.678 -0.736
21 C 1.502 1.951 0.008
22 N 0.862 0.867 -0.519
23 C 1.357 0.178 -1.690
24 C 0.603 0.588 -2.958
25 N -0.789 0.251 -2.753
26 C -1.611 0.349 -3.941
27 C -2.832 -0.568 -3.845
28 O -3.852 0.061 -3.093
29 C -1.309 1.012 -1.633
30 C -0.560 0.636 -0.351
31 C 0.169 -0.239 3.865
32 C 0.555 -1.723 3.724
33 C -1.380 -2.292 1.643
34 C -2.298 -2.634 0.663
35 H -4.423 -3.971 -0.642
36 H -4.379 -2.271 -1.187
37 H -4.535 -3.593 -2.377
38 H -0.170 -3.562 -1.769
39 H 1.461 -3.020 -0.021
40 H 2.120 -1.186 0.890
41 H 3.035 -1.968 2.198
42 H 2.779 -0.115 3.651
43 H 2.858 0.697 2.081
44 H 1.806 3.715 2.910
45 H 3.837 4.309 -0.791
46 H 2.640 2.416 -1.765
47 H 1.163 -0.889 -1.532
48 H 2.432 0.329 -1.795
49 H 0.749 1.666 -3.156
50 H 0.990 0.022 -3.809
51 H -1.956 1.378 -4.129
52 H -1.013 0.022 -4.794
53 H -3.196 -0.778 -4.861
54 H -2.527 -1.509 -3.373
55 H -4.631 -0.503 -3.097
56 H -1.209 2.100 -1.808
57 H -2.366 0.779 -1.515
58 H -0.721 -0.424 -0.147
59 H -0.954 1.230 0.467
60 H -0.880 -0.061 3.620
61 H 0.346 0.107 4.890
62 H 1.412 -1.946 4.368
63 H -0.267 -2.367 4.037
64 H -1.765 -1.938 2.585
65 H -3.347 -2.537 0.892

Properties
Kohn-Sham gap: 7.453 eV
Total charge: 0

---

The molecule C19H18N2O3 at a distorted geometry, computed with ωB97M-V/def2-TZVPD.

Positions of all 42 atoms, in Å:
1 C -4.548 -2.137 0.702
2 C -3.472 -3.118 0.260
3 O -2.493 -2.477 -0.563
4 C -1.496 -1.839 0.059
5 O -1.366 -1.786 1.251
6 C -0.555 -1.204 -0.949
7 C -0.206 0.192 -0.524
8 N 1.030 0.401 -0.223
9 N 1.440 1.588 0.196
10 C 2.860 1.717 0.519
11 C 3.590 0.435 0.246
12 C 4.312 0.270 -0.927
13 C 4.967 -0.922 -1.184
14 C 4.900 -1.961 -0.272
15 C 4.177 -1.804 0.898
16 C 3.526 -0.612 1.157
17 C 0.641 2.700 0.371
18 O 1.117 3.749 0.768
19 C -0.769 2.484 0.037
20 C -1.679 3.532 0.179
21 C -3.006 3.338 -0.128
22 C -3.441 2.094 -0.586
23 C -2.556 1.051 -0.734
24 C -1.202 1.225 -0.419
25 H -5.030 -1.689 -0.164
26 H -5.296 -2.660 1.291
27 H -4.107 -1.351 1.309
28 H -2.971 -3.549 1.133
29 H -3.890 -3.913 -0.361
30 H -1.018 -1.225 -1.936
31 H 0.369 -1.785 -0.967
32 H 3.263 2.543 -0.075
33 H 2.934 1.999 1.575
34 H 4.364 1.078 -1.642
35 H 5.530 -1.040 -2.099
36 H 5.411 -2.892 -0.474
37 H 4.121 -2.613 1.612
38 H 2.959 -0.493 2.068
39 H -1.309 4.482 0.533
40 H -3.714 4.145 -0.017
41 H -4.484 1.951 -0.827
42 H -2.904 0.096 -1.094

Properties
Kohn-Sham gap: 9.012 eV
Total charge: 0

---

A cluster of 2 separate species, C13H20BN2O3 in total, computed with ωB97M-V/def2-TZVPD.

Positions of all 39 atoms, in Å:
1 C 4.761 -2.146 1.231
2 C 4.358 -0.829 1.904
3 O 2.952 -0.742 2.146
4 C 2.213 -0.407 1.003
5 C 0.755 -0.270 1.463
6 N -0.165 -1.091 0.670
7 C -0.720 -0.753 -0.546
8 C -1.461 -1.795 -0.942
9 N -1.364 -2.779 0.027
10 B -2.041 -4.136 0.022
11 O -3.154 -4.256 -0.738
12 O -1.469 -5.174 0.668
13 C -0.562 -2.309 0.984
14 H 5.001 -2.002 0.177
15 H 5.602 -2.616 1.734
16 H 3.907 -2.829 1.260
17 H 4.657 0.022 1.283
18 H 4.846 -0.707 2.869
19 H 2.566 0.530 0.557
20 H 2.285 -1.199 0.243
21 H 0.685 -0.595 2.499
22 H 0.415 0.761 1.384
23 H -0.591 0.184 -1.064
24 H -2.046 -1.923 -1.837
25 H -3.846 -3.610 -0.551
26 H -1.288 -5.104 1.610
27 H -0.256 -2.822 1.882
28 C -2.824 2.947 -1.131
29 C -3.388 3.640 -2.193
30 C -2.732 4.743 -2.722
31 C -1.514 5.149 -2.195
32 C -0.949 4.455 -1.135
33 C -1.607 3.355 -0.603
34 H -3.339 2.090 -0.712
35 H -4.337 3.325 -2.605
36 H -3.173 5.289 -3.545
37 H -1.006 6.010 -2.610
38 H 0.000 4.775 -0.723
39 H -1.173 2.819 0.234

Properties
Kohn-Sham gap: 8.381 eV
Total charge: +1

---

The molecule CH5NP2 at a distorted geometry, computed with ωB97M-V/def2-TZVPD.

Positions of all 9 atoms, in Å:
1 H -2.841 0.754 1.054
2 N -2.094 0.771 0.379
3 P -1.641 -0.658 0.008
4 C 0.307 -0.206 -0.684
5 P 1.433 -0.804 0.527
6 H 0.576 0.924 -0.965
7 H 0.332 -0.852 -1.594
8 H 1.377 0.377 1.367
9 H 2.550 -0.305 -0.091

Properties
Kohn-Sham gap: 8.614 eV
Total charge: 0

---

no.,highest occupied orbital energy (eV)
1,-4.01
2,-7.64
3,-8.60
4,-11.69
5,-9.05